(1)
The following is a quantum chemistry calculation of the ion C14H22BrClNO2 with charge +1, from the Open Molecules 2025 dataset.

Output
SMILES string   CCCC[NH2+]CCOCCOc1ccc(Cl)cc1Br
Molar mass   351.7 g/mol
Relative energy (zero: lowest compared OMol25 entry of this formula, charge and spin)   0.106 eV
Total charge   +1
Gap between HOMO and LUMO   8.72 eV

Last column: natural (NBO) charge in e.
Cartesian coordinates (Å):
C1 0.12998 2.71567 1.72196  -0.612
C2 1.02325 1.48196 1.68007  -0.416
C3 2.37483 1.76050 1.01649  -0.423
C4 2.30451 1.88662 -0.50149  -0.223
N1 1.96951 0.60116 -1.17005  -0.550
C5 3.01382 -0.44377 -1.12118  -0.261
C6 2.42659 -1.74844 -1.69401  -0.078
O1 1.10947 -1.94280 -1.25361  -0.536
C7 0.94929 -2.42486 0.07005  -0.088
C8 -0.54370 -2.35146 0.37885  -0.085
O2 -0.94666 -1.01610 0.12516  -0.538
C9 -2.28331 -0.76251 0.00077  0.340
C10 -3.30423 -1.52978 0.54788  -0.281
C11 -4.62774 -1.15804 0.38498  -0.196
C12 -4.95573 -0.01242 -0.32590  -0.048
Cl1 -6.60213 0.44937 -0.52450  0.048
C13 -3.95311 0.76695 -0.89021  -0.223
C14 -2.64494 0.37227 -0.72306  -0.142
Br1 -1.25965 1.37524 -1.51533  0.040
H1 0.61524 3.51681 2.27286  0.214
H2 -0.10381 3.07610 0.72426  0.201
H3 -0.80486 2.48097 2.22330  0.228
H4 1.20925 1.15511 2.70406  0.224
H5 0.49703 0.67084 1.17186  0.200
H6 3.09608 0.99268 1.29937  0.209
H7 2.75940 2.70529 1.40209  0.241
H8 1.52924 2.60397 -0.77166  0.233
H9 3.26103 2.23287 -0.89622  0.226
H10 1.10318 0.21121 -0.74960  0.489
H11 1.71845 0.78734 -2.14743  0.438
H12 3.31623 -0.58637 -0.08367  0.225
H13 3.88443 -0.13329 -1.69890  0.237
H14 2.35410 -1.68347 -2.78265  0.208
H15 3.07499 -2.59320 -1.43540  0.205
H16 1.50296 -1.80648 0.78808  0.165
H17 1.29601 -3.46143 0.15494  0.203
H18 -0.71813 -2.62528 1.42547  0.195
H19 -1.09030 -3.03451 -0.27928  0.203
H20 -3.07140 -2.41892 1.11084  0.232
H21 -5.40919 -1.76241 0.81553  0.243
H22 -4.19999 1.65260 -1.45472  0.251


(2)
The following is a quantum chemistry calculation of a structure of composition C14H22CeO5, from the Open Molecules 2025 dataset.

Output
Molar mass   410.4 g/mol
Multiplicity   2
Total charge   +3
Gap between HOMO and LUMO (alpha / beta)   5.34 / 5.90 eV

Last column: natural (NBO) charge in e.
Cartesian coordinates (Å):
C1 3.07755 -1.65713 0.34325  -0.585
C2 3.35249 -0.35876 1.23384  -0.429
C3 2.78714 0.95508 0.50157  -0.054
O1 1.32077 0.98404 0.52021  -0.435
C4 0.71847 1.33316 -0.76707  -0.093
C5 -0.41946 2.28958 -0.55019  -0.258
C6 -1.56585 2.22307 0.18163  0.165
C7 -2.15458 0.99577 0.87240  -0.508
C8 -1.41768 0.30575 2.05203  -0.403
C9 -1.52905 -1.25849 1.87266  -0.407
C10 -0.85135 -1.83802 0.57321  -0.413
C11 -1.87603 -2.33820 -0.53177  -0.094
O2 -1.80785 -1.54136 -1.74320  -0.498
C12 -0.91788 -2.04178 -2.68493  -0.141
C13 -2.07337 3.71605 0.22118  0.757
O3 -2.58817 4.22663 1.11015  -0.356
O4 -1.33226 4.41908 -0.72714  -0.451
C14 -0.51719 3.58610 -1.40778  0.807
O5 -0.27602 3.59802 -2.55384  -0.482
H1 1.96986 -1.83563 0.29519  0.226
H2 3.44579 -1.45715 -0.72757  0.087
H3 3.61197 -2.56815 0.69170  0.329
H4 4.46137 -0.25781 1.31337  0.274
H5 2.96112 -0.45174 2.26794  0.293
H6 3.26650 0.91081 -0.54072  0.040
H7 3.18096 1.80037 1.10653  0.307
H8 1.52655 1.94549 -1.34981  0.163
H9 0.37087 0.40384 -1.37428  0.086
H10 -2.39287 0.30381 0.02259  0.252
H11 -3.18304 1.29718 1.20028  0.289
H12 -1.99328 0.53087 2.97743  0.270
H13 -0.38996 0.68314 2.19977  0.210
H14 -1.14801 -1.78246 2.77007  0.254
H15 -2.61975 -1.48333 1.79646  0.232
H16 -0.23781 -1.02852 0.09088  0.122
H17 -0.15959 -2.68247 0.80634  0.238
H18 -2.91715 -2.20819 -0.15641  0.236
H19 -1.77277 -3.41911 -0.76278  0.217
H20 -1.39073 -2.04752 -3.69568  0.273
H21 -0.54216 -3.06794 -2.48636  0.233
H22 -0.01889 -1.29514 -2.74593  -0.054
Ce1 2.04135 0.11108 -2.21524  2.303


Number 1: DFT total energy -103018.691 eV. Number 2: DFT total energy -38002.383 eV.